Molecular formula: C7H9F2N2S2
Method: DFT, ωB97M-V with the def2-TZVPD basis set

Each line ends with the natural charge from an NBO analysis.
Geometry (Å):
S 1.4241 1.9784 -1.8023  0.528
S 0.2265 3.4230 0.4766  0.422
F 1.3968 -0.4305 3.2716  -0.321
F 2.2947 -0.1396 1.2898  -0.321
N 0.1773 -0.6932 1.3220  -0.438
N -1.3533 -0.0430 -0.0270  -0.377
C -1.8517 -1.0259 0.7444  -0.040
C -0.0835 0.1717 0.3468  0.327
C 1.4037 -0.9013 1.9620  0.708
C 0.7037 2.2294 -0.3366  -0.383
C -1.9450 0.5217 -1.1800  -0.424
C 1.6488 0.2584 -2.0276  -0.797
C -0.9083 -1.4320 1.6385  -0.054
H 1.5688 -0.1230 -3.0696  0.277
H 0.8663 -0.2700 -1.6170  0.240
H -1.1225 1.0506 -1.7224  0.230
H -2.8887 1.1709 -0.8626  0.249
H 2.5194 -0.2047 -1.6537  0.257
H -2.2368 -0.3609 -1.8536  0.236
H -2.9082 -1.3357 0.6458  0.252
H 1.8798 -1.9117 1.9352  0.184
H -0.8119 -1.9327 2.5197  0.245

Properties
HOMO-LUMO gap (eV): 8.71
HOMO (eV): -13.39
LUMO (eV): -4.68
Charge: +1


Molecular formula: C40H90N4O9
Method: DFT, ωB97M-V with the def2-TZVPD basis set

Each line ends with the Löwdin charge.
Geometry (Å):
O 23.4448 -4.3075 -3.5987  -0.047
O 15.9359 -7.6214 -4.0667  0.012
O 24.0016 -4.2162 -0.7669  -0.044
O 26.5720 -11.1536 -2.0901  -0.017
O 22.2715 -8.1667 -0.7074  -0.043
O 25.0728 -7.5382 -0.3790  -0.096
O 17.7746 -11.2144 1.5702  -0.002
O 21.1546 -5.9432 5.7629  -0.001
O 27.0719 -9.8006 0.6038  -0.068
N 20.8559 -5.8065 4.3885  -0.100
N 17.0736 -6.9754 -3.9841  -0.192
N 25.6657 -11.9919 -2.6901  -0.148
N 18.9305 -11.7867 2.0318  -0.117
C 19.3828 -5.6754 4.0820  -0.455
C 20.3151 -12.9789 3.5814  -0.152
C 17.9131 -13.5354 3.2502  -0.042
C 24.2754 -11.5144 -2.5932  -0.387
C 21.1359 -4.6581 2.2778  -0.159
C 18.5806 -6.7554 4.7313  -0.059
C 18.0149 -7.6346 -3.0420  -0.461
C 16.9492 -5.4979 -4.1459  -0.420
C 20.1705 -11.0468 -0.0812  -0.050
C 22.1987 -3.7262 4.3102  -0.031
C 18.5594 -8.8930 -3.7326  -0.039
C 23.8185 -11.6833 -1.0856  0.004
C 27.5705 -13.4869 -3.3507  -0.028
C 19.1140 -5.8903 2.5074  -0.106
C 16.5637 -5.1300 -5.6030  -0.025
C 19.2807 -6.7422 -2.6739  -0.073
C 23.2598 -5.3662 -2.7124  -0.248
C 18.8367 -5.2176 -2.4938  -0.211
C 18.9147 -12.3668 3.3810  -0.522
C 25.4431 -7.9428 0.9626  -0.179
C 26.9387 -8.4480 1.0102  -0.220
C 20.2969 -5.6314 1.5710  -0.184
C 22.9933 -4.9615 -1.2516  -0.305
C 15.8139 -5.0440 -3.1584  -0.033
C 21.5385 -11.7112 1.7829  -0.125
C 24.1352 -10.0044 -3.1963  -0.017
C 26.0469 -13.3910 -2.7652  -0.450
C 17.3831 -8.0152 -1.6892  -0.021
C 20.1662 -11.0914 1.4070  -0.436
C 25.1834 -14.1446 -3.7403  -0.153
C 18.5982 -11.5312 4.6117  -0.030
C 26.1751 -14.1837 -1.3809  -0.028
C 20.2912 -9.6680 1.9481  -0.038
C 18.8110 -4.3061 4.5035  -0.024
C 23.4178 -12.2902 -3.6743  -0.135
C 23.7114 -13.7618 -3.7776  -0.201
C 21.5315 -12.0804 3.3241  -0.143
C 23.0349 -5.8653 3.3928  -0.030
C 18.1463 -4.6733 -3.6549  -0.197
C 21.7789 -5.0080 3.6676  -0.535
H 18.6974 -6.6654 5.8113  0.080
H 19.1772 -4.2903 5.5301  0.078
H 23.3137 -14.0238 -4.7581  0.106
H 20.3175 -9.4369 3.0130  0.078
H 15.5075 -5.1784 -5.8679  0.074
H 23.0896 -9.6967 -3.1837  0.073
H 22.8582 -6.6894 2.7016  0.065
H 20.2383 -11.9914 -0.6208  0.094
H 21.0643 -6.8919 5.8783  0.100
H 22.4509 -12.6226 3.5452  0.108
H 19.4533 -10.9467 4.9514  0.072
H 18.9484 -7.7659 4.5529  0.075
H 18.7497 -6.8533 2.1496  0.089
H 23.0536 -3.2932 3.7909  0.091
H 24.7579 -8.7379 1.2566  0.111
H 20.8948 -6.5298 1.4182  0.096
H 18.0200 -14.2192 4.0923  0.083
H 25.2021 -14.4294 -0.9554  0.067
H 19.6791 -6.7943 -1.6607  0.099
H 18.2582 -5.2738 2.2323  0.113
H 27.0988 -10.8447 -2.8307  0.110
H 21.9359 -4.4181 1.5774  0.112
H 23.6173 -6.2868 4.2121  0.086
H 16.2189 -8.0552 -4.8750  0.118
H 23.1937 -10.8923 -0.6706  0.042
H 22.4375 -5.9680 -3.0995  0.105
H 23.0870 -5.9060 -0.7156  0.090
H 27.0914 -9.8067 -0.3560  0.051
H 20.9672 -10.4642 -0.5436  0.063
H 24.7132 -9.3230 -2.5719  0.052
H 19.9840 -5.1346 0.6526  0.110
H 21.4258 -11.2020 3.9607  0.092
H 17.3836 -11.9089 1.0351  0.106
H 27.5487 -13.0644 -4.3552  0.072
H 17.1103 -5.8101 -6.2564  0.078
H 22.5184 -4.0505 5.3006  0.089
H 19.3109 -10.5343 -0.5131  0.065
H 23.1833 -14.4773 -3.1473  0.106
H 17.7316 -4.1958 4.6074  0.092
H 19.7283 -4.6064 -2.3543  0.098
H 21.6898 -12.6220 1.2036  0.110
H 26.7730 -13.5644 -0.7122  0.075
H 18.1503 -14.0599 2.3246  0.086
H 24.6509 -11.8523 -0.4025  0.080
H 28.1167 -14.4295 -3.3150  0.077
H 19.0656 -9.6509 -3.1348  0.076
H 22.0657 -4.4066 -1.1111  0.114
H 17.2574 -7.1192 -1.0815  0.076
H 17.6835 -9.4967 -3.9702  0.071
H 28.2421 -12.8134 -2.8184  0.061
H 18.9717 -8.6546 -4.7130  0.088
H 24.5200 -9.9052 -4.2113  0.074
H 20.5966 -3.7209 2.4155  0.114
H 15.9145 -4.0818 -2.6562  0.076
H 25.6965 -6.9087 -0.7483  0.088
H 24.1328 -6.0188 -2.7027  0.117
H 16.8694 -4.1257 -5.8963  0.077
H 22.4524 -12.1751 -3.1815  0.109
H 23.9804 -3.3202 -1.1110  0.096
H 20.3641 -13.8901 2.9853  0.117
H 17.7838 -10.8718 4.3117  0.082
H 14.8032 -4.9277 -3.5497  0.072
H 17.9358 -3.6124 -3.5202  0.121
H 27.3531 -8.4289 2.0182  0.114
H 23.0867 -8.4684 -0.3065  0.003
H 23.1582 -12.5505 -1.0977  0.070
H 19.4422 -3.4660 4.2139  0.062
H 18.1490 -12.1106 5.4183  0.085
H 16.4023 -8.4698 -1.8289  0.081
H 21.5876 -8.4414 -0.0966  -0.012
H 22.4074 -11.0789 1.6006  0.106
H 16.8565 -13.2676 3.2513  0.081
H 25.3716 -15.2178 -3.7714  0.130
H 21.0440 -9.0638 1.4418  0.056
H 20.0703 -6.6890 -3.4235  0.104
H 26.6824 -15.1403 -1.5057  0.069
H 20.2985 -13.2960 4.6242  0.117
H 18.9538 -4.5038 -4.3672  0.117
H 18.0406 -8.7787 -1.2733  0.064
H 23.3171 -11.8412 -4.6624  0.116
H 21.4430 -2.9410 4.2895  0.077
H 25.3237 -7.1596 1.7112  0.099
H 22.6036 -3.8464 -3.6360  0.084
H 25.4183 -13.7474 -4.7279  0.111
H 18.2505 -5.1120 -1.5809  0.103
H 17.5107 -6.7569 4.5230  0.097
H 19.4026 -9.0508 1.8156  0.074
H 15.6401 -5.7500 -2.3464  0.072
H 27.5777 -7.7981 0.4124  0.114
H 23.6988 -5.3135 2.7274  0.074

Properties
HOMO-LUMO gap (eV): 8.48
HOMO (eV): -8.02
LUMO (eV): 0.46
Charge: 0
SMILES: CC1(C)CCCC(C)(C)N1O.CC1(C)CCCC(C)(C)N1O.CC1(C)CCCC(C)(C)N1O.CC1(C)CCCC(C)(C)N1O.OCCO.OCCO.O


Molecular formula: C28H13CdCl7F6N4O3
Method: DFT, ωB97M-V with the def2-TZVPD basis set

Each line ends with the natural charge from an NBO analysis.
Geometry (Å):
Cd -0.3295 0.3209 0.2933  1.681
Cl 2.5662 -6.3088 -1.1291  -0.026
Cl -2.6485 -0.4399 -2.3195  0.022
Cl -2.6051 4.4463 -4.1922  0.012
Cl -1.0717 3.6448 1.0359  -0.006
Cl 1.2369 -6.7502 1.7168  -0.076
Cl -1.7399 5.6365 -1.2417  0.016
Cl -3.7674 1.5818 -4.1975  0.030
F 4.3841 -0.6455 2.1140  -0.362
F 3.0933 -0.9267 0.4068  -0.325
F 3.5528 1.3910 4.1058  -0.341
F 2.4724 -1.7393 2.3139  -0.316
F 1.6596 0.2966 4.3234  -0.324
F 1.6565 2.4352 3.7313  -0.353
O -2.0139 -3.3430 2.5319  -0.723
O 1.3542 -2.1013 -3.1690  -0.718
O 0.9515 0.6966 1.9167  -0.975
N -2.3889 0.0785 1.8418  -0.454
N -0.6110 -1.9804 1.2264  -0.708
N 0.9889 1.1690 -2.0759  -0.443
N 0.7959 -1.4771 -1.0289  -0.742
C 1.6404 2.6655 -3.8362  -0.278
C -4.5835 0.7720 2.4892  -0.281
C 2.3259 0.8010 2.0417  0.170
C 3.0694 -0.6694 1.7302  0.948
C 1.8068 -5.0046 -0.3426  -0.118
C -2.8296 2.1429 -2.8846  -0.107
C 0.3928 -4.2033 1.4541  -0.269
C -2.4383 1.2389 -1.8937  -0.065
C -1.7103 1.6893 -0.7833  -0.498
C 1.6878 -3.7752 -0.9845  -0.290
C 2.0848 1.5854 -4.5945  -0.198
C -3.8724 -1.4788 2.8988  -0.223
C -2.6431 -1.1247 2.2798  0.155
C -1.8865 3.9531 -1.5549  -0.109
C 0.1335 -3.0082 0.7342  0.147
C -1.5619 3.0114 -0.5387  -0.085
C 1.1942 -5.1775 0.9104  -0.066
C -2.3808 3.4568 -2.7977  -0.100
C 1.1047 2.4063 -2.5608  0.034
C 0.8792 -2.7201 -0.4856  0.250
C -3.3435 1.0315 1.9381  0.038
C -1.6601 -2.2426 2.0505  0.590
C 1.2603 0.1548 -2.8685  0.158
C -4.8497 -0.4958 2.9921  -0.195
C 1.1066 -1.2301 -2.3204  0.582
C 2.3353 1.2244 3.5879  0.954
C 3.0413 1.8987 1.2570  -0.670
C 1.8298 0.3057 -4.1732  -0.228
H -5.3327 1.5630 2.6027  0.201
H 3.9664 2.1179 1.7381  0.209
H 2.3713 2.7488 1.3359  0.230
H -3.0675 2.0005 1.5666  0.201
H 2.2273 -3.6561 -1.9268  0.246
H 2.6029 1.6742 -5.5628  0.201
H 0.7492 3.1950 -1.9467  0.192
H 1.6277 3.6888 -4.2107  0.210
H -5.8217 -0.6848 3.3925  0.195
H -4.0100 -2.5298 3.1669  0.253
H 3.1404 1.6389 0.1648  0.232
H -0.0940 -4.3054 2.3967  0.255
H 1.9712 -0.6432 -4.6662  0.262

Properties
HOMO-LUMO gap (eV): 5.19
HOMO (eV): -1.42
LUMO (eV): 3.77
Charge: -2


Molecular formula: C22H27AuN7O4PS
Method: DFT, ωB97M-V with the def2-TZVPD basis set

Each line ends with the natural charge from an NBO analysis.
Geometry (Å):
Au -0.5267 1.9391 0.0327  1.528
S 0.6202 0.6437 -4.6607  2.307
P -0.4276 -0.6966 2.4360  0.810
O 0.7087 5.6378 -1.4345  -0.443
O 0.2647 3.8014 -0.2389  -0.713
O -0.6253 1.3085 -4.8759  -0.932
O 1.5202 0.3199 -5.7144  -0.901
N 1.5426 1.7270 -3.6795  -0.874
N -2.8430 -1.2778 1.1112  -0.282
N -0.5433 1.3404 4.3971  -0.292
N 2.2485 -0.9821 1.7409  -0.295
N 1.2185 0.3783 0.3576  -0.501
N -1.7456 0.3449 0.1526  -0.503
N -0.6420 2.1115 2.3489  -0.511
C 1.3627 -1.6550 -3.3669  -0.151
C -3.5914 -0.8589 0.0477  -0.029
C 3.1845 -0.5152 0.8726  -0.029
C -0.4683 0.4363 5.5323  -0.415
C -0.6568 3.1723 3.1952  -0.055
C 1.0595 -0.4183 1.4098  0.057
C 2.5327 0.3281 0.0156  -0.059
C -2.9021 0.1542 -0.5474  -0.055
C 1.0930 -2.7853 -2.6129  -0.216
C -1.7200 -0.5317 1.1550  0.106
C -0.5670 1.0076 3.0841  0.050
C -0.9724 -1.0378 -3.2474  -0.200
C -0.5972 2.6991 4.4785  -0.030
C 0.7826 4.4525 -1.1850  0.798
C 2.4790 -1.9386 2.8102  -0.416
C -3.2252 -2.3464 2.0207  -0.417
C -0.5055 -4.3027 -1.3873  -0.634
C 0.8418 2.9038 -3.2166  -0.218
C 0.3279 -0.7821 -3.6533  -0.361
C -1.2300 -2.1830 -2.5161  -0.185
C -0.2013 -3.0630 -2.1780  -0.002
C 1.7213 3.6602 -2.2139  -0.521
H 0.5663 3.5745 -4.0363  0.234
H 1.8933 -2.8414 2.6411  0.234
H -2.2491 -2.4253 -2.2376  0.205
H 2.3408 4.4054 -2.7080  0.258
H -4.5497 -1.2818 -0.1990  0.267
H -0.9581 -4.0486 -0.4246  0.199
H 2.2037 -1.5148 3.7747  0.221
H -1.2172 -4.9283 -1.9274  0.246
H -0.5315 1.0171 6.4480  0.253
H 0.3885 -4.8967 -1.2090  0.231
H -1.2890 -0.2787 5.5176  0.231
H 2.3363 2.9962 -1.6065  0.204
H -0.7030 4.1869 2.8414  0.262
H 3.5324 -2.2021 2.8358  0.253
H -0.5879 3.2246 5.4170  0.260
H -4.2848 -2.2657 2.2518  0.250
H -1.7632 -0.3579 -3.5351  0.245
H -3.1527 0.7384 -1.4155  0.262
H 0.4754 -0.1074 5.5369  0.224
H 1.8959 -3.4751 -2.3861  0.228
H -0.0932 2.5509 -2.7634  0.171
H 2.3529 -1.4704 -3.7616  0.248
H -2.6540 -2.2699 2.9416  0.231
H -3.0400 -3.3206 1.5685  0.241
H 4.2251 -0.7798 0.9399  0.259
H 2.9190 0.8559 -0.8359  0.253
H 2.4264 1.9226 -4.1381  0.415

Properties
HOMO-LUMO gap (spin up / spin down) (eV): 3.92 / 3.52
HOMO (spin up / spin down) (eV): -14.18 / -14.15
LUMO (spin up / spin down) (eV): -10.26 / -10.63
Charge: +2